Entry from the OMol25 dataset: a molecular structure, C33H47MoN3O2P3SSe2Si (wB97M-V/def2-TZVPD).

As for the energy above the lowest of the compared OMol25 structures with the same formula, charge and spin: 4.9 kcal/mol. As for the spin multiplicity: 3. Its charge is +1. Its expectation value of S² is 2.031. The molar mass is 924.69 g mol⁻¹. The value obtained for the gap between HOMO and LUMO (spin up / spin down) is 7.2 / 6.5 eV.

Last column: Mulliken charge in e.
Element x y z (Å)
1 Mo -0.276 -0.651 -0.125  -0.331
2 C -3.611 0.835 -0.784  -1.607
3 P -2.365 -0.248 -1.520  1.817
4 C -3.329 -1.720 -2.001  -1.118
5 C -1.960 0.489 -3.128  -0.122
6 C -2.881 1.175 -3.910  -0.703
7 C -2.469 1.794 -5.079  -0.922
8 C -1.140 1.728 -5.475  -0.811
9 C -0.222 1.020 -4.717  -0.817
10 C -0.637 0.400 -3.545  0.520
11 P 0.450 -0.697 -2.594  1.807
12 C 2.159 -0.199 -2.961  -1.770
13 C 0.333 -2.181 -3.662  -1.487
14 H -4.503 0.853 -1.411  0.638
15 H -3.204 1.837 -0.671  0.254
16 H -3.870 0.435 0.199  0.290
17 H -3.999 -1.446 -2.817  0.491
18 H -3.904 -2.077 -1.147  0.343
19 H -2.673 -2.525 -2.333  0.252
20 H -3.914 1.259 -3.597  0.402
21 H -3.183 2.344 -5.676  0.434
22 H -0.818 2.233 -6.374  0.452
23 H 0.812 0.980 -5.028  0.389
24 H 2.395 -0.488 -3.987  0.715
25 H 2.846 -0.711 -2.288  0.152
26 H 2.280 0.874 -2.841  0.317
27 H 0.269 -1.821 -4.690  0.601
28 H -0.547 -2.784 -3.448  0.265
29 H 1.233 -2.786 -3.572  0.343
30 C 1.345 7.337 2.459  -1.479
31 C 1.161 6.152 1.557  1.124
32 C 2.179 5.722 0.713  -1.023
33 C 2.006 4.629 -0.121  -0.336
34 C 0.811 3.928 -0.093  -0.351
35 C -0.236 4.372 0.711  -0.479
36 C -0.051 5.468 1.531  -1.094
37 S 0.503 2.600 -1.217  1.114
38 O 1.347 2.842 -2.363  -0.651
39 O -0.920 2.488 -1.395  -0.576
40 N 0.955 1.168 -0.524  0.837
41 C 2.244 1.074 0.022  -0.507
42 C 3.369 1.755 -0.388  -0.496
43 C 4.574 1.681 0.341  -1.392
44 C 4.668 0.940 1.485  -0.994
45 C 3.551 0.180 1.906  1.639
46 C 3.539 -0.585 3.095  -1.128
47 C 2.404 -1.255 3.461  -1.012
48 C 1.303 -1.241 2.590  -0.878
49 N 1.309 -0.596 1.443  1.353
50 C 2.377 0.200 1.135  -0.734
51 H 2.311 7.812 2.301  0.352
52 H 1.281 7.037 3.505  0.331
53 H 0.566 8.079 2.285  0.360
54 H 3.117 6.261 0.690  0.325
55 H 2.794 4.359 -0.809  0.487
56 H -1.186 3.861 0.686  0.631
57 H -0.869 5.804 2.155  0.445
58 H 3.331 2.356 -1.288  1.114
59 H 5.424 2.249 -0.007  0.461
60 H 5.576 0.916 2.070  0.466
61 H 4.424 -0.610 3.715  0.476
62 H 2.342 -1.809 4.385  0.563
63 H 0.387 -1.765 2.830  0.558
64 Se -1.073 1.283 1.474  -0.090
65 C -2.596 0.837 2.408  0.054
66 N -3.561 0.694 3.025  -0.603
67 C 0.509 -4.392 -1.439  -1.647
68 P 0.929 -3.074 -0.241  1.534
69 C 0.783 -4.107 1.259  -1.287
70 C 2.748 -2.963 -0.379  -1.329
71 H 0.843 -5.336 -1.007  0.495
72 H 0.998 -4.265 -2.396  0.450
73 H -0.569 -4.448 -1.590  0.236
74 H 1.426 -4.978 1.114  0.584
75 H -0.250 -4.427 1.375  0.328
76 H 1.099 -3.597 2.161  0.336
77 H 3.186 -3.962 -0.375  0.527
78 H 3.152 -2.397 0.460  0.250
79 H 3.041 -2.462 -1.300  0.313
80 C -2.701 -4.782 2.787  -1.302
81 Si -2.849 -2.928 3.012  0.538
82 C -1.844 -2.320 4.458  -0.988
83 C -4.634 -2.426 2.993  -1.022
84 Se -1.875 -2.165 1.021  0.120
85 H -3.477 -5.300 3.352  0.433
86 H -1.735 -5.153 3.130  0.323
87 H -2.824 -5.050 1.738  0.367
88 H -2.330 -2.572 5.402  0.469
89 H -1.738 -1.242 4.422  0.296
90 H -0.858 -2.791 4.464  0.264
91 H -5.129 -2.797 3.892  0.413
92 H -5.137 -2.866 2.130  0.305
93 H -4.742 -1.344 2.966  0.339



Entry from the OMol25 dataset: a molecular structure, C33H47N4O6P2PtS (wB97M-V/def2-TZVPD).

As for the energy above the lowest of the compared OMol25 structures with the same formula, charge and spin: 7.5 kcal/mol. As for the spin multiplicity: 1. Its charge is +3. The molar mass is 884.85 g mol⁻¹. The value obtained for the gap between HOMO and LUMO is 7.9 eV.

Last column: Mulliken charge in e.
Element x y z (Å)
1 Pt 1.514 0.129 -0.409  1.267
2 C -4.860 -0.749 -0.564  -1.092
3 C -4.073 -0.692 -1.853  0.531
4 C -4.609 0.288 -2.868  -1.386
5 O -2.635 -0.407 -1.584  -0.190
6 P -1.938 0.663 -0.708  -0.705
7 O -0.517 0.804 -1.164  -0.569
8 C -1.903 0.065 1.002  0.188
9 P -0.902 -1.414 1.189  -0.643
10 O 0.426 -1.311 0.448  0.373
11 O -1.792 -2.541 0.628  -0.140
12 C -1.418 -3.900 0.134  0.391
13 C -0.372 -4.529 1.024  -1.153
14 C -1.013 -3.784 -1.316  -0.902
15 O -0.537 -1.611 2.678  -0.162
16 C -1.379 -1.819 3.894  0.416
17 C -2.685 -2.511 3.586  -1.092
18 C -1.543 -0.478 4.570  -1.284
19 O -2.854 1.910 -0.791  -0.046
20 C -2.762 3.305 -0.348  0.498
21 C -1.389 3.863 -0.640  -0.795
22 C -3.176 3.398 1.103  -1.148
23 H -5.887 -1.033 -0.793  0.557
24 H -4.896 0.227 -0.075  0.199
25 H -4.455 -1.498 0.117  0.150
26 H -4.009 -1.686 -2.291  0.427
27 H -4.702 1.289 -2.448  0.225
28 H -5.600 -0.041 -3.182  0.493
29 H -3.972 0.324 -3.751  0.337
30 H -2.910 -0.153 1.363  0.669
31 H -1.464 0.840 1.634  -0.069
32 H -2.365 -4.427 0.222  0.433
33 H 0.563 -3.965 1.000  0.133
34 H -0.166 -5.536 0.662  0.511
35 H -0.716 -4.614 2.054  0.315
36 H -0.070 -3.244 -1.406  0.054
37 H -1.780 -3.271 -1.895  0.152
38 H -0.881 -4.785 -1.727  0.594
39 H -0.744 -2.469 4.492  0.381
40 H -3.354 -1.884 2.994  0.245
41 H -3.187 -2.719 4.531  0.508
42 H -2.537 -3.460 3.074  0.221
43 H -2.201 0.178 3.995  0.211
44 H -0.578 0.005 4.714  0.326
45 H -1.998 -0.623 5.550  0.487
46 H -3.501 3.802 -0.974  0.312
47 H -0.649 3.400 0.017  -0.172
48 H -1.396 4.939 -0.467  0.642
49 H -1.104 3.682 -1.676  0.341
50 H -2.428 2.947 1.762  -0.032
51 H -4.133 2.904 1.267  0.403
52 H -3.290 4.445 1.383  0.463
53 C 0.381 3.871 3.121  -0.832
54 N 1.069 3.927 1.829  0.281
55 C 1.296 5.094 1.116  -0.808
56 C 1.944 4.759 -0.010  -0.428
57 N 2.136 3.374 0.026  0.545
58 C 1.571 2.889 1.157  0.081
59 S 1.512 1.249 1.650  -0.632
60 C 3.048 2.719 -0.844  0.391
61 C 4.166 3.440 -1.223  -0.870
62 C 5.043 2.914 -2.155  -0.798
63 C 4.765 1.668 -2.685  -1.156
64 C 3.666 0.982 -2.219  0.330
65 N 2.806 1.474 -1.303  0.454
66 H 0.785 4.647 3.766  0.393
67 H 0.554 2.902 3.580  0.310
68 H -0.686 4.031 2.975  0.294
69 H 0.960 6.052 1.473  0.557
70 H 2.281 5.362 -0.833  0.659
71 H 4.348 4.407 -0.778  0.681
72 H 5.924 3.467 -2.451  0.486
73 H 5.396 1.208 -3.430  0.516
74 H 3.453 -0.003 -2.595  0.506
75 C 0.766 -1.875 -4.177  -0.728
76 C 1.704 -2.898 -4.131  -1.081
77 C 2.550 -3.004 -3.039  -0.616
78 C 2.446 -2.088 -2.002  1.482
79 N 1.510 -1.112 -2.064  0.297
80 C 0.693 -0.993 -3.119  -0.531
81 C 3.311 -2.037 -0.817  0.378
82 C 4.295 -2.987 -0.554  -0.861
83 C 5.035 -2.926 0.614  -1.084
84 C 4.785 -1.924 1.538  -0.844
85 C 3.804 -0.961 1.300  -0.619
86 C 3.098 -1.015 0.117  0.343
87 H 0.098 -1.756 -5.017  0.537
88 H 1.783 -3.605 -4.946  0.500
89 H 3.292 -3.786 -2.996  0.603
90 H -0.027 -0.190 -3.079  0.427
91 H 4.481 -3.788 -1.257  0.474
92 H 5.798 -3.666 0.809  0.450
93 H 5.351 -1.881 2.458  0.502
94 H 3.637 -0.195 2.039  0.540